{
  "formula": "C43H66BFN5O11OsP2",
  "method": "ωB97M-V/def2-TZVPD",
  "elements": ["Os", "C", "C", "C", "O", "P", "O", "C", "P", "O", "O", "C", "C", "C", "O", "C", "C", "C", "O", "C", "C", "C", "H", "H", "H", "H", "H", "H", "H", "H", "H", "H", "H", "H", "H", "H", "H", "H", "H", "H", "H", "H", "H", "H", "H", "H", "H", "H", "H", "H", "H", "H", "F", "C", "C", "C", "C", "O", "C", "C", "N", "C", "C", "C", "C", "C", "C", "N", "C", "C", "N", "C", "C", "C", "O", "O", "H", "H", "H", "H", "H", "H", "H", "H", "H", "H", "H", "H", "H", "H", "H", "H", "H", "H", "C", "C", "C", "O", "B", "O", "C", "C", "C", "H", "H", "H", "H", "H", "H", "H", "H", "H", "H", "H", "H", "N", "C", "N", "C", "C", "C", "C", "C", "C", "H", "H", "H", "H", "H", "H"],
  "xyz": [[-0.637, 0.416, 0.411], [-4.611, 1.896, 2.476], [-3.338, 2.250, 3.204], [-3.553, 2.739, 4.616], [-2.702, 3.363, 2.457], [-1.334, 3.407, 1.736], [-1.153, 2.369, 0.657], [-0.030, 3.244, 2.963], [0.262, 1.521, 3.408], [-0.540, 0.628, 2.504], [-0.259, 1.302, 4.845], [0.391, 1.335, 6.177], [1.108, 2.649, 6.385], [1.264, 0.114, 6.355], [1.791, 1.248, 3.449], [2.971, 1.603, 2.629], [2.654, 2.213, 1.275], [3.854, 2.492, 3.475], [-1.260, 4.797, 1.071], [-1.184, 6.173, 1.621], [0.231, 6.478, 2.062], [-2.225, 6.397, 2.693], [-5.120, 1.092, 3.009], [-4.401, 1.562, 1.458], [-5.277, 2.759, 2.434], [-2.659, 1.399, 3.191], [-4.139, 3.659, 4.615], [-2.605, 2.922, 5.128], [-4.102, 1.984, 5.180], [-0.309, 3.814, 3.851], [0.885, 3.665, 2.550], [-0.464, 1.272, 6.845], [1.948, 2.755, 5.696], [1.499, 2.684, 7.402], [0.430, 3.496, 6.264], [2.139, 0.159, 5.707], [0.700, -0.794, 6.139], [1.600, 0.066, 7.391], [3.464, 0.643, 2.481], [2.544, 3.298, 1.330], [1.761, 1.786, 0.817], [3.494, 2.013, 0.610], [3.357, 3.443, 3.685], [4.777, 2.704, 2.935], [4.109, 2.014, 4.421], [-1.423, 6.774, 0.747], [0.451, 6.057, 3.046], [0.354, 7.559, 2.132], [0.954, 6.109, 1.333], [-2.028, 5.790, 3.580], [-3.225, 6.166, 2.329], [-2.199, 7.446, 2.988], [1.225, -5.731, 0.439], [0.949, -5.088, -0.715], [0.312, -3.892, -0.631], [0.060, -3.123, -1.772], [-0.553, -1.813, -1.631], [-1.016, -1.436, -0.522], [-0.619, -1.053, -2.817], [-0.273, -1.629, -4.015], [0.209, -2.864, -4.166], [0.377, -3.297, -5.563], [0.180, -4.690, -6.067], [1.549, -4.048, -6.110], [0.453, -3.632, -3.018], [1.079, -4.883, -3.078], [1.347, -5.648, -1.952], [1.927, -6.920, -2.069], [2.789, -7.259, -3.195], [2.378, -8.619, -3.767], [1.832, -9.465, -2.644], [2.582, -9.175, -1.376], [2.185, -7.774, -0.902], [-1.213, 0.296, -2.905], [-1.650, 0.761, -3.916], [-1.288, 0.986, -1.725], [0.001, -3.515, 0.334], [-0.431, -1.054, -4.919], [-0.009, -2.526, -6.210], [-0.367, -4.787, -6.994], [-0.026, -5.483, -5.364], [1.921, -3.711, -7.068], [2.333, -4.381, -5.446], [1.351, -5.275, -4.037], [3.835, -7.281, -2.873], [2.731, -6.526, -3.989], [3.235, -9.140, -4.191], [1.604, -8.540, -4.526], [1.876, -10.455, -2.888], [0.849, -9.234, -2.498], [3.640, -9.266, -1.609], [2.330, -9.920, -0.626], [2.981, -7.392, -0.259], [1.280, -7.848, -0.306], [-4.459, 4.085, -0.692], [-4.044, 3.377, -1.968], [-5.265, 3.060, -2.804], [-3.447, 2.086, -1.570], [-2.143, 2.162, -1.885], [-1.686, 3.290, -2.444], [-2.871, 4.104, -2.754], [-2.588, 5.518, -2.293], [-3.024, 4.054, -4.263], [-5.233, 3.499, -0.197], [-4.869, 5.071, -0.912], [-3.622, 4.197, -0.009], [-5.995, 2.540, -2.184], [-5.022, 2.419, -3.649], [-5.726, 3.977, -3.175], [-2.321, 5.540, -1.238], [-3.452, 6.162, -2.462], [-1.750, 5.915, -2.866], [-3.104, 3.026, -4.616], [-2.141, 4.497, -4.723], [-3.901, 4.613, -4.590], [2.345, -2.070, 1.955], [1.140, -1.465, 1.936], [0.980, -0.737, 0.855], [2.157, -0.870, 0.110], [2.516, -0.324, -1.121], [3.769, -0.634, -1.606], [4.650, -1.468, -0.891], [4.295, -2.027, 0.320], [3.025, -1.712, 0.799], [2.675, -2.683, 2.681], [0.404, -1.577, 2.714], [1.837, 0.328, -1.655], [4.093, -0.220, -2.552], [5.636, -1.660, -1.293], [4.970, -2.673, 0.866]],
  "charge": 3,
  "lumo_energy_ev": [-6.7, -6.7],
  "spin_multiplicity": 1,
  "homo_ha": [-0.5006, -0.5006],
  "homo_lumo_gap_ev": [6.874, 6.873]
}

=====

{
  "formula": "C2H2Br2S2",
  "method": "ωB97M-V/def2-TZVPD",
  "elements": ["C", "C", "S", "S", "Br", "Br", "H", "H"],
  "xyz": [[1.844, 0.500, -0.109], [-1.172, -0.420, 0.688], [1.432, 1.890, -0.812], [-1.143, -1.374, -0.783], [3.256, -0.336, 0.628], [-1.530, 1.482, 0.517], [-0.798, -1.071, 1.486], [-1.889, -0.671, -1.615]],
  "charge": 0,
  "lumo_energy_ev": [-0.7, -0.8],
  "spin_multiplicity": 1,
  "homo_ha": [-0.2893, -0.2815],
  "homo_lumo_gap_ev": [7.163, 6.864],
  "de_lowest_kj_mol": 392.9
}

=====

{
  "formula": "C31H82ClN6O12",
  "method": "ωB97M-V/def2-TZVPD",
  "elements": ["Cl", "O", "O", "O", "O", "C", "O", "H", "H", "H", "H", "C", "O", "H", "H", "H", "H", "C", "C", "C", "O", "C", "N", "H", "H", "H", "H", "H", "H", "H", "H", "H", "H", "H", "C", "C", "C", "O", "C", "N", "H", "H", "H", "H", "H", "H", "H", "H", "H", "H", "H", "C", "C", "C", "O", "C", "N", "H", "H", "H", "H", "H", "H", "H", "H", "H", "H", "H", "C", "C", "C", "O", "C", "N", "H", "H", "H", "H", "H", "H", "H", "H", "H", "H", "H", "C", "C", "C", "O", "C", "N", "H", "H", "H", "H", "H", "H", "H", "H", "H", "H", "H", "C", "C", "C", "C", "C", "C", "N", "O", "C", "C", "C", "H", "H", "H", "H", "H", "H", "H", "H", "H", "H", "H", "H", "H", "H", "H", "H", "H", "H", "H"],
  "xyz": [[-0.054, -0.372, -0.316], [-0.108, 0.322, 0.942], [-0.249, -1.787, -0.043], [-1.081, -0.006, -1.236], [1.204, -0.010, -0.946], [2.152, 3.580, -1.157], [1.959, 2.845, 0.038], [2.843, 4.385, -0.881], [2.734, 3.011, -1.885], [1.282, 4.106, -1.552], [1.576, 1.982, -0.177], [0.026, 1.551, -3.870], [-0.019, 0.410, -4.744], [0.392, 2.360, -4.515], [-0.962, 1.875, -3.543], [0.795, 1.497, -3.101], [-0.120, -0.293, -4.084], [0.417, -2.934, 5.455], [-0.079, -2.053, 4.321], [0.335, -0.602, 4.419], [0.172, -0.008, 5.720], [-1.229, 0.251, 5.963], [0.389, -2.667, 3.066], [0.035, -2.649, 6.434], [1.504, -3.025, 5.488], [0.023, -3.919, 5.196], [-1.167, -2.149, 4.242], [-0.101, 0.029, 3.635], [1.400, -0.493, 4.188], [-1.889, -0.514, 5.566], [-1.409, 1.239, 5.529], [-1.294, 0.394, 7.041], [0.040, -2.113, 2.286], [1.403, -2.640, 3.104], [-3.733, -0.260, -4.162], [-4.411, -0.019, -2.818], [-4.243, 1.422, -2.365], [-4.814, 1.581, -1.086], [-4.864, 2.944, -0.771], [-5.818, -0.418, -2.830], [-4.104, 0.414, -4.941], [-3.897, -1.284, -4.494], [-2.669, -0.055, -4.018], [-3.947, -0.703, -2.103], [-4.720, 2.053, -3.131], [-3.186, 1.713, -2.341], [-5.479, 3.535, -1.469], [-3.918, 3.499, -0.839], [-5.297, 3.172, 0.198], [-6.304, 0.162, -3.525], [-5.926, -1.276, -3.375], [-1.637, 5.028, 0.846], [-0.950, 3.966, 1.705], [-0.866, 4.442, 3.166], [-0.443, 3.433, 4.064], [0.843, 2.919, 3.916], [-1.817, 2.775, 1.646], [-1.040, 5.929, 0.686], [-2.617, 5.247, 1.270], [-1.811, 4.641, -0.161], [0.049, 3.738, 1.316], [-1.875, 4.624, 3.547], [-0.327, 5.391, 3.259], [0.842, 1.991, 4.486], [1.666, 3.565, 4.258], [1.103, 2.723, 2.867], [-1.402, 2.147, 2.343], [-1.470, 2.278, 0.821], [-3.100, -0.517, 2.615], [-4.542, -0.455, 2.032], [-5.202, 0.857, 2.386], [-6.396, 1.001, 1.588], [-7.148, 2.051, 2.158], [-4.309, -0.473, 0.550], [-2.525, 0.344, 2.281], [-2.672, -1.476, 2.327], [-3.128, -0.513, 3.713], [-5.041, -1.378, 2.318], [-4.607, 1.766, 2.254], [-5.465, 0.807, 3.451], [-6.618, 3.007, 2.035], [-7.279, 1.945, 3.240], [-8.105, 2.173, 1.651], [-3.719, -1.291, 0.379], [-3.610, 0.245, 0.371], [-1.238, -5.745, 0.305], [-2.305, -5.189, 1.206], [-2.122, -5.796, 2.625], [-1.985, -7.219, 2.526], [-1.601, -7.781, 3.761], [-2.188, -3.702, 1.290], [-1.229, -5.345, -0.713], [-1.403, -6.822, 0.203], [-0.214, -5.633, 0.670], [-3.296, -5.468, 0.845], [-3.118, -5.676, 3.063], [-1.280, -5.365, 3.170], [-1.817, -8.848, 3.720], [-2.164, -7.351, 4.595], [-0.525, -7.661, 3.923], [-1.573, -3.583, 2.089], [-1.645, -3.458, 0.471], [6.346, -1.692, -5.062], [5.985, -0.214, -5.010], [4.561, -0.040, -4.376], [4.652, -0.051, -2.876], [5.554, 1.003, -2.252], [7.007, 0.944, -2.841], [7.054, 0.536, -4.277], [8.325, 0.247, -4.763], [7.621, 2.360, -2.812], [7.868, 0.035, -1.940], [5.848, 0.356, -6.419], [6.511, -2.157, -4.088], [7.277, -1.851, -5.611], [5.571, -2.255, -5.586], [4.135, 0.898, -4.734], [3.980, -0.901, -4.701], [5.028, -1.015, -2.527], [3.593, 0.128, -2.666], [5.596, 0.925, -1.168], [5.244, 2.032, -2.460], [8.696, 2.295, -2.971], [7.144, 2.983, -3.569], [7.367, 2.849, -1.868], [7.668, -1.031, -1.961], [8.883, 0.275, -2.280], [7.939, 0.468, -0.940], [5.103, -0.186, -7.009], [6.702, 0.295, -7.106], [5.567, 1.410, -6.407], [8.513, 0.981, -5.363]],
  "charge": -1,
  "lumo_energy_ev": 2.2,
  "spin_multiplicity": 1,
  "homo_ha": -0.2134,
  "homo_lumo_gap_ev": 8.002
}

=====

> Among the records above, which one has the highest charge?

C43H66BFN5O11OsP2

=====

> What is the formula in the first record?

C43H66BFN5O11OsP2

=====

> Number 3 is which compound?

C31H82ClN6O12

=====

> The lowest charge belongs to which entry?

C31H82ClN6O12